(1)
Formula: C6H33NO9
Source: OMol25
Level of theory: ωB97M-V/def2-TZVPD

Calculated values
Kohn-Sham gap ... 9.02 eV
SMILES ... CCCNCCC.O.O.O.O.O.O.O.O.O
LUMO level ... 0.0123 hartree
E_HOMO ... -8.685 eV

Each line ends with the Löwdin charge.
Positions of all 49 atoms, in Å:
C 0.736 -2.103 -2.468  -0.082
C 0.481 -0.792 -1.623  -0.206
C -0.988 -1.059 -1.116  -0.174
N -1.172 -0.416 0.226  -0.068
C -0.217 -0.855 1.239  -0.221
C -0.866 -2.054 1.953  -0.213
C -0.311 -3.402 1.494  -0.112
H 1.557 -2.711 -2.079  0.082
H -0.081 -2.805 -2.386  0.051
H 0.784 -1.861 -3.526  0.051
H 1.188 -0.731 -0.809  0.069
H 0.561 0.180 -2.096  0.057
H -1.630 -0.508 -1.798  0.115
H -1.157 -2.121 -1.059  0.087
H -1.122 0.577 0.031  0.066
H 0.690 -1.190 0.724  0.081
H 0.195 -0.063 1.861  0.085
H -1.937 -1.991 1.948  0.065
H -0.605 -2.018 3.024  0.107
H 0.156 -4.008 2.280  0.065
H 0.524 -3.305 0.791  0.061
H -1.001 -4.106 1.019  0.066
O 4.011 0.610 -1.122  -0.051
H 4.615 -0.108 -0.916  0.035
H 3.483 0.327 -1.869  -0.008
O -1.794 3.268 -0.391  -0.083
H -1.182 2.741 0.132  -0.029
H -2.632 3.101 0.043  0.006
O 2.472 1.164 2.693  -0.044
H 2.922 0.437 2.282  0.027
H 1.660 0.731 2.978  0.006
O 0.521 2.182 -3.723  -0.037
H -0.183 1.665 -3.334  0.028
H 0.154 3.049 -3.914  0.057
O -3.745 -0.530 2.006  -0.076
H -3.494 -0.285 1.095  0.027
H -4.019 -1.416 1.722  0.050
O 0.973 2.036 0.025  -0.036
H 1.597 2.592 0.496  0.049
H 1.231 2.019 -0.902  0.034
O 2.349 -0.102 -3.818  -0.049
H 2.307 0.842 -4.018  0.036
H 1.508 -0.414 -4.092  -0.012
O -0.375 2.237 3.556  -0.035
H 0.088 2.711 2.857  0.053
H -0.559 2.886 4.233  0.059
O -2.594 2.236 1.920  -0.069
H -2.092 1.977 2.714  0.023
H -3.005 1.385 1.718  0.005

---

(2)
Formula: C42H34F13N2O5SSiW
Source: OMol25
Level of theory: ωB97M-V/def2-TZVPD

Calculated values
Kohn-Sham gap ... 6.12 eV
Total charge ... -1
LUMO level ... 0.0490 hartree
E_HOMO ... -4.789 eV

Each line ends with the Löwdin charge.
Positions of all 99 atoms, in Å:
W -0.024 -0.049 0.120  2.022
C 2.440 6.198 1.834  -0.055
C 1.858 5.028 1.087  -0.262
C 2.430 4.542 -0.076  -0.028
C 1.856 3.474 -0.747  -0.031
C 0.693 2.862 -0.302  -0.250
N 0.088 1.781 -1.031  -0.043
C -0.606 2.199 -2.192  -0.170
C -0.319 3.453 -2.780  -0.004
C -0.863 3.874 -3.975  -0.041
C -1.760 3.091 -4.682  -0.275
C -2.362 3.527 -5.991  -0.056
C -2.125 1.904 -4.080  0.008
C -1.606 1.464 -2.862  -0.072
C -2.198 0.222 -2.249  -0.287
O -1.460 -0.248 -1.211  -0.310
C -3.640 0.492 -1.695  -0.531
F -4.275 -0.657 -1.415  0.169
F -4.413 1.165 -2.567  0.154
F -3.584 1.202 -0.578  0.180
C -2.344 -0.951 -3.300  -0.533
F -1.266 -1.041 -4.093  0.140
F -3.404 -0.771 -4.124  0.134
F -2.515 -2.131 -2.717  0.169
C 0.158 3.294 0.916  -0.072
C 0.726 4.380 1.568  0.027
C -1.015 2.534 1.537  -0.263
O -1.187 1.206 1.153  -0.223
C -2.312 3.302 1.154  -0.545
F -2.389 3.443 -0.173  0.174
F -3.420 2.698 1.578  0.176
F -2.318 4.549 1.673  0.148
C -0.909 2.465 3.096  -0.547
F 0.252 1.908 3.454  0.163
F -0.980 3.658 3.720  0.133
F -1.900 1.725 3.603  0.165
H 3.334 6.573 1.334  0.068
H 1.726 7.020 1.905  0.078
H 2.718 5.920 2.853  0.079
H 3.329 5.001 -0.473  0.109
H 2.296 3.125 -1.665  0.098
H 0.348 4.135 -2.293  0.095
H -0.571 4.847 -4.359  0.109
H -1.879 4.434 -6.357  0.068
H -2.253 2.757 -6.758  0.075
H -3.429 3.738 -5.891  0.078
H -2.878 1.302 -4.568  0.120
H 0.295 4.735 2.492  0.119
C -0.569 -1.336 3.658  -0.154
Si 0.998 -1.920 2.829  0.447
C 2.335 -1.297 3.995  -0.163
C 0.863 -3.788 2.800  -0.150
N 1.346 -1.321 1.194  -0.222
C 2.594 -1.597 0.665  -0.319
C 3.532 -2.470 1.249  -0.058
C 4.714 -2.824 0.618  -0.099
C 5.018 -2.340 -0.641  -0.104
C 4.123 -1.468 -1.250  -0.025
C 2.976 -1.093 -0.586  -0.240
O 2.039 -0.221 -1.162  -0.200
C 2.361 0.384 -2.380  -0.276
C 1.541 0.143 -3.460  -0.001
C 1.819 0.769 -4.667  -0.053
C 2.934 1.586 -4.789  -0.087
C 3.771 1.781 -3.696  -0.078
C 3.484 1.186 -2.476  -0.048
H -0.367 -1.319 4.733  0.043
H -1.400 -2.018 3.475  0.038
H -0.902 -0.346 3.366  0.006
H 2.230 -1.788 4.966  0.031
H 2.152 -0.228 4.143  0.030
H 3.363 -1.411 3.659  0.016
H 0.771 -4.180 3.817  0.033
H 1.692 -4.292 2.307  0.022
H -0.048 -4.053 2.255  0.027
H 3.321 -2.911 2.207  0.065
H 5.391 -3.506 1.119  0.097
H 5.922 -2.635 -1.155  0.092
H 4.324 -1.097 -2.244  0.112
H 0.693 -0.513 -3.341  0.073
H 1.154 0.617 -5.508  0.109
H 3.151 2.071 -5.731  0.097
H 4.644 2.415 -3.786  0.103
H 4.109 1.341 -1.607  0.136
O -3.330 -1.625 1.322  0.146
C -2.289 -1.958 0.835  -0.487
O -1.162 -1.209 1.031  -0.323
C -2.020 -3.215 0.105  -0.156
C -2.954 -4.233 0.335  -0.026
C -2.809 -5.484 -0.220  -0.095
C -1.702 -5.724 -1.033  -0.094
C -0.784 -4.729 -1.280  -0.130
C -0.914 -3.435 -0.734  -0.533
S 0.311 -2.317 -1.264  0.861
H -3.796 -4.002 0.976  0.117
H -3.535 -6.262 -0.024  0.093
H -1.557 -6.700 -1.480  0.097
H 0.068 -4.925 -1.918  0.092
F 1.296 1.025 0.963  -0.324

---

(3)
Formula: C7H26N2O6
Source: OMol25
Level of theory: ωB97M-V/def2-TZVPD

Calculated values
Kohn-Sham gap ... 9.32 eV
SMILES ... NC(N)=O.CCO.CO.CO.CO.CO
LUMO level ... 0.0084 hartree
E_HOMO ... -9.092 eV

Each line ends with the Löwdin charge.
Positions of all 41 atoms, in Å:
N 1.203 -3.023 -2.149  0.177
C 2.054 -2.133 -2.476  -0.658
N 2.375 -1.390 -1.478  0.137
O 2.485 -1.890 -3.797  -0.155
H 0.865 -3.613 -2.919  0.142
H 0.959 -3.236 -1.125  0.102
H 3.242 -0.838 -1.628  0.152
H 2.342 -1.710 -0.512  0.102
C -2.677 1.346 2.647  -0.077
C -2.171 0.786 1.307  -0.380
O -0.829 0.841 1.326  -0.069
H -2.238 2.304 2.844  0.062
H -2.333 0.735 3.480  0.067
H -3.763 1.317 2.739  0.073
H -2.625 1.432 0.520  0.110
H -2.635 -0.170 1.217  0.098
H -0.489 0.548 0.498  0.011
C -1.058 3.707 -0.524  -0.128
O -1.288 5.105 -0.190  -0.111
H -0.805 3.121 0.332  0.058
H -0.190 3.601 -1.094  0.062
H -1.915 3.284 -0.931  0.051
H -2.102 5.109 0.327  0.068
C -0.419 0.694 -2.350  -0.123
O -0.188 0.030 -1.134  -0.163
H -1.422 1.176 -2.251  0.098
H -0.363 0.047 -3.207  0.080
H 0.367 1.400 -2.508  0.074
H 0.639 -0.485 -1.298  0.048
C -0.500 -2.906 0.847  -0.100
O 0.549 -3.847 0.473  -0.148
H -1.526 -3.232 0.690  0.083
H -0.207 -1.994 0.358  0.039
H -0.421 -2.768 1.979  0.108
H 0.627 -4.509 1.149  0.081
C 2.634 0.422 1.364  -0.136
O 1.776 -0.712 1.364  -0.114
H 3.723 0.208 1.473  0.083
H 2.405 1.212 2.122  0.101
H 2.549 0.833 0.351  0.070
H 1.384 -0.784 2.170  0.026

---

(4)
Formula: C21H41I3N4O10S3
Source: OMol25
Level of theory: ωB97M-V/def2-TZVPD

Calculated values
Kohn-Sham gap ... 8.14 eV
LUMO level ... 0.0012 hartree
E_HOMO ... -8.109 eV

Each line ends with the Löwdin charge.
Positions of all 82 atoms, in Å:
C -1.481 0.051 -0.995  -0.241
C -1.566 -0.441 0.417  -0.718
I -2.811 -2.165 0.539  1.025
C -0.963 0.142 1.473  -0.616
I 0.102 1.914 0.966  1.125
C -1.086 -0.416 2.921  -0.478
C -0.556 -1.832 3.089  -0.215
S 1.228 -1.960 3.033  0.672
O 1.731 -1.036 2.065  -0.351
O 1.767 -1.920 4.358  -0.339
O -2.529 -0.415 3.159  -0.240
S -3.023 1.108 3.357  0.567
O -3.385 1.810 2.179  -0.212
O -4.083 1.002 4.300  -0.281
O -1.625 1.618 3.938  -0.269
C -0.721 0.499 4.149  -0.630
S 0.952 1.325 4.055  0.792
C -0.700 -0.115 5.578  -0.247
C -1.944 -0.241 6.472  -0.711
C -3.045 -1.222 6.046  -0.138
I -2.708 1.671 7.148  0.886
H -1.923 1.042 -1.060  0.065
H -0.444 0.048 -1.313  0.063
H -2.030 -0.597 -1.665  0.008
H -0.882 -2.481 2.281  0.007
H -0.928 -2.283 4.002  0.107
H 1.428 -3.213 2.545  0.089
H 0.596 2.385 4.798  -0.076
H -0.213 -1.086 5.580  0.106
H -0.034 0.511 6.155  0.070
H -1.550 -0.633 7.401  0.057
H -2.718 -1.792 5.183  0.060
H -3.184 -1.960 6.835  0.077
H -4.011 -0.767 5.877  0.051
C -2.401 5.102 2.039  -0.005
C -1.059 5.490 2.607  -0.547
O -0.091 4.745 2.556  -0.051
N -0.952 6.714 3.190  0.006
C -1.979 7.727 3.346  -0.077
H -2.327 4.107 1.613  0.042
H -3.161 5.088 2.821  0.092
H -2.700 5.798 1.253  0.089
H -0.031 6.909 3.548  0.137
H -1.668 8.646 2.846  0.082
H -2.124 7.942 4.406  0.082
H -2.921 7.397 2.922  0.071
C -0.558 -3.705 -4.874  -0.021
C -1.467 -3.047 -3.865  -0.531
O -1.033 -2.420 -2.908  0.006
N -2.810 -3.169 -4.044  0.008
C -3.513 -3.864 -5.106  -0.078
H 0.466 -3.517 -4.597  0.055
H -0.726 -4.783 -4.889  0.090
H -0.726 -3.294 -5.868  0.090
H -3.356 -2.707 -3.334  0.130
H -4.150 -3.162 -5.647  0.082
H -4.145 -4.645 -4.679  0.081
H -2.816 -4.316 -5.803  0.072
C 3.031 -6.041 -6.993  -0.008
C 2.809 -4.900 -6.028  -0.535
O 1.895 -4.102 -6.168  0.017
N 3.667 -4.786 -4.981  0.011
C 4.800 -5.629 -4.650  -0.075
H 2.270 -5.994 -7.765  0.082
H 4.012 -5.959 -7.463  0.085
H 2.952 -7.000 -6.480  0.084
H 3.462 -4.005 -4.378  0.142
H 4.658 -6.062 -3.658  0.083
H 5.712 -5.030 -4.637  0.084
H 4.916 -6.431 -5.371  0.071
C 3.215 2.820 -3.145  -0.010
C 4.101 4.030 -2.959  -0.557
O 4.657 4.576 -3.898  0.026
N 4.262 4.497 -1.693  0.003
C 3.685 3.981 -0.464  -0.075
H 3.187 2.571 -4.201  0.081
H 3.609 1.966 -2.594  0.084
H 2.199 3.032 -2.808  0.082
H 4.863 5.304 -1.637  0.137
H 3.082 4.761 0.004  0.084
H 4.485 3.697 0.221  0.084
H 3.059 3.117 -0.657  0.049

---

(5)
Formula: C17H52N2O11
Source: OMol25
Level of theory: ωB97M-V/def2-TZVPD

Calculated values
Kohn-Sham gap ... 9.29 eV
SMILES ... COC[C@H](C)N.COC[C@H](C)N.OCCO.OCCO.OCCO.CO.CO.CO
LUMO level ... 0.0143 hartree
E_HOMO ... -8.899 eV

Each line ends with the Löwdin charge.
Positions of all 82 atoms, in Å:
C -0.051 -3.288 -0.023  -0.121
O 0.337 -4.105 1.051  -0.182
C 0.051 -5.467 0.773  -0.230
C 0.618 -6.360 1.846  -0.403
C 2.168 -6.510 1.718  -0.054
N 0.041 -7.690 1.685  0.013
H -1.127 -3.235 -0.192  0.093
H 0.561 -3.480 -0.914  0.094
H 0.386 -2.313 0.215  0.067
H -1.023 -5.535 0.554  0.124
H 0.395 -5.858 -0.199  0.128
H 0.445 -5.974 2.850  0.138
H 2.424 -7.317 1.024  0.071
H 2.697 -6.672 2.654  0.074
H 2.639 -5.722 1.121  0.049
H 0.414 -8.382 2.319  0.069
H 0.162 -8.074 0.758  0.068
C 4.817 -0.209 -2.235  -0.092
O 3.945 0.105 -1.175  -0.215
C 3.361 1.383 -1.244  -0.216
C 2.803 1.878 0.083  -0.398
C 2.364 3.354 0.001  -0.059
N 3.870 1.819 1.108  0.045
H 5.177 -1.194 -1.931  0.089
H 5.720 0.402 -2.332  0.092
H 4.222 -0.185 -3.152  0.093
H 4.079 2.126 -1.609  0.124
H 2.546 1.410 -1.982  0.131
H 1.986 1.250 0.437  0.109
H 2.138 3.721 1.001  0.075
H 1.382 3.407 -0.479  0.062
H 3.078 3.988 -0.521  0.076
H 4.757 2.141 0.733  0.073
H 4.082 0.854 1.346  0.047
O 4.645 -2.227 0.584  -0.068
C 3.506 -2.847 1.203  -0.229
C 3.108 -2.364 2.564  -0.230
O 2.806 -0.978 2.621  -0.070
H 4.325 -1.385 0.245  0.033
H 2.697 -2.680 0.484  0.109
H 3.683 -3.921 1.232  0.100
H 3.899 -2.437 3.310  0.128
H 2.191 -2.923 2.780  0.115
H 2.158 -0.741 1.947  0.058
O -2.711 0.100 -4.219  -0.086
C -1.637 0.762 -4.929  -0.236
C -1.657 2.209 -4.609  -0.238
O -0.492 2.862 -5.167  -0.078
H -2.625 -0.826 -4.461  0.077
H -0.678 0.303 -4.681  0.124
H -1.869 0.496 -5.964  0.123
H -1.534 2.339 -3.528  0.112
H -2.531 2.817 -4.849  0.124
H -0.651 3.807 -5.104  0.078
O -0.933 2.613 0.625  -0.100
C -1.835 1.558 0.241  -0.185
C -1.538 0.348 1.145  -0.220
O -0.141 0.094 1.088  -0.092
H -1.410 3.168 1.259  0.044
H -2.824 1.936 0.515  0.108
H -1.698 1.387 -0.824  0.117
H -2.017 -0.556 0.759  0.113
H -1.879 0.440 2.180  0.109
H 0.213 0.998 1.120  0.051
C -6.085 1.992 -0.772  -0.188
O -6.731 2.474 0.386  -0.112
H -6.523 1.030 -1.068  0.077
H -6.093 2.598 -1.681  0.079
H -5.052 1.710 -0.566  0.062
H -7.596 2.772 0.087  0.079
C -4.092 5.173 -0.191  -0.140
O -4.541 6.501 -0.512  -0.122
H -3.572 4.822 -1.087  0.074
H -3.426 5.137 0.667  0.071
H -4.903 4.458 -0.046  0.056
H -5.367 6.441 -0.996  0.067
C -1.845 3.062 3.946  -0.137
O -1.554 4.039 2.970  -0.132
H -2.808 2.571 3.823  0.085
H -1.076 2.281 3.928  0.081
H -1.737 3.576 4.904  0.085
H -1.033 4.744 3.352  0.091

---

(6)
Formula: C4H9NO
Source: OMol25
Level of theory: ωB97M-V/def2-TZVPD

Calculated values
Kohn-Sham gap ... 9.84 eV
SMILES ... OCCN1CC1
LUMO level ... 0.0337 hartree
E_HOMO ... -8.928 eV

Each line ends with the Löwdin charge.
Positions of all 15 atoms, in Å:
O 2.049 -0.006 0.499  -0.149
C 0.634 0.318 1.085  -0.143
C -0.628 -0.578 0.886  -0.194
N -1.046 -0.655 -0.506  -0.116
C -1.152 0.639 -1.156  -0.160
C 0.106 -0.160 -1.307  -0.150
H 2.315 -0.948 0.492  0.098
H 0.411 1.322 0.688  0.108
H 0.886 0.388 2.121  0.096
H -0.418 -1.602 1.203  0.110
H -1.459 -0.234 1.545  0.129
H -1.865 0.667 -1.983  0.099
H -1.210 1.531 -0.531  0.097
H 1.158 -0.012 -0.790  0.090
H 0.220 -0.671 -2.247  0.087